(1)
ORCA calculation (the ωB97M-V functional and the def2-TZVPD basis) on C24H30AsN4OS2Sr as an isolated structure.

charge	+1
Kohn-Sham gap	0.2592	Eh
HOMO level	-10.27	eV
LUMO energy	-3.2	eV
M	617.21	g mol⁻¹

Last column: Löwdin charge in e.
Geometry (Å):
Sr -1.86908 -0.42417 2.74564  1.12
S -2.50263 0.09540 0.11240  0.40
C -2.82631 1.78942 -0.31723  -0.71
C -3.64107 2.02516 -1.42604  -0.13
C -3.95300 3.31137 -1.83137  -0.08
C -3.46085 4.40342 -1.13278  -0.08
C -2.65578 4.18976 -0.02598  -0.10
C -2.33493 2.89914 0.39376  -0.43
As -1.10424 2.66587 1.88640  1.32
C -2.39481 2.30597 3.33894  -0.47
C -1.92463 1.90245 4.60417  -0.16
C -2.71453 1.10679 5.44655  -0.10
C -3.98468 0.69932 5.04690  -0.09
C -4.48873 1.16774 3.82241  -0.08
C -3.70282 1.95515 2.98845  -0.16
C -0.45739 4.44045 2.27380  -0.42
C -1.21686 5.39962 2.93934  -0.12
C -0.67600 6.64867 3.20490  -0.07
C 0.62122 6.94276 2.80626  -0.07
C 1.38215 5.98781 2.14787  -0.07
C 0.84693 4.73394 1.88807  -0.12
H -4.03232 1.17466 -1.96920  0.09
H -4.58391 3.45925 -2.69826  0.11
H -3.69894 5.41089 -1.44640  0.11
H -2.26350 5.04038 0.51650  0.09
H -0.90225 2.11631 4.89884  0.12
H -2.32613 0.78304 6.40396  0.12
H -4.59710 0.06601 5.67458  0.11
H -5.48726 0.89847 3.50197  0.12
H -4.09439 2.25157 2.02337  0.11
H -2.23037 5.17333 3.24978  0.11
H -1.26692 7.39257 3.72294  0.11
H 1.04136 7.91774 3.01491  0.11
H 2.39556 6.21445 1.84471  0.11
H 1.44797 3.98289 1.38923  0.10
N 2.43505 -1.72255 -1.85834  0.04
C 2.18341 -3.15573 -2.11690  -0.35
C 1.10997 -3.36703 -3.18791  -0.11
C -0.31306 -2.98484 -2.77328  -0.37
N -0.44266 -1.52843 -2.68118  0.05
C -0.66637 -3.60919 -1.42233  -0.10
C 0.38437 -3.37491 -0.34098  -0.27
N 0.42916 -1.91847 0.01929  0.16
C 1.76907 -3.82236 -0.80140  -0.10
H 2.34285 -1.17338 -2.70317  0.09
H 3.37524 -1.58181 -1.50601  0.10
H 1.07368 -1.45356 -0.67071  0.11
H 3.09508 -3.64656 -2.46978  0.14
H 1.11630 -4.42708 -3.45407  0.13
H 1.38566 -2.82490 -4.09730  0.12
H -0.99929 -3.41301 -3.51425  0.14
H -1.38257 -1.25424 -2.41140  0.05
H -0.25148 -1.09479 -3.57664  0.09
H -0.76896 -4.68961 -1.54512  0.13
H -1.64170 -3.23736 -1.09115  0.12
H 0.10009 -3.91835 0.56180  0.15
H 0.78686 -1.71168 0.96238  0.06
H -0.49078 -1.47305 -0.06257  0.02
H 1.74004 -4.90544 -0.93715  0.13
H 2.51476 -3.62217 -0.02728  0.13
O 2.33559 -0.33482 4.52262  -0.51
S 1.05246 -0.70733 3.97256  0.58
N 0.63322 -0.55611 2.55879  -0.63

(2)
ORCA calculation (the ωB97M-V functional and the def2-TZVPD basis) on one molecule with the formula C12H13NO3S.

Kohn-Sham gap	0.3181	Eh
HOMO level	-8.64	eV
SMILES	O=S1(=O)C=C(N2CCOCC2)c2ccccc21
LUMO energy	0.0	eV
M	251.31	g mol⁻¹

Last column: Löwdin charge in e.
Geometry (Å):
O -2.38134 -1.46685 -1.23335  -0.30
S -1.34317 -0.57253 -1.67308  0.70
O -1.23480 -0.33741 -3.08769  -0.30
C 0.19987 -1.04136 -0.92974  -0.07
C 0.60213 -0.12036 -0.03705  -0.25
N 1.73537 -0.16308 0.74617  -0.08
C 1.60846 0.05552 2.17897  -0.13
C 1.35566 -1.27899 2.89735  -0.18
O 2.37462 -2.21241 2.62862  -0.13
C 2.46553 -2.47237 1.24495  -0.18
C 2.74010 -1.17571 0.47379  -0.13
C -0.23768 1.09618 -0.02599  -0.15
C 0.04778 2.31553 0.57849  -0.02
C -0.85113 3.36445 0.44905  -0.06
C -2.01584 3.22419 -0.28772  -0.06
C -2.27736 2.03036 -0.94932  -0.03
C -1.38566 0.99580 -0.80498  -0.21
H 0.62943 -1.99680 -1.14488  0.10
H 0.78151 0.72954 2.39147  0.11
H 2.54536 0.49102 2.54133  0.13
H 1.35030 -1.13649 3.97914  0.13
H 0.38127 -1.68126 2.57698  0.13
H 3.28692 -3.17938 1.12044  0.13
H 1.53079 -2.93165 0.89122  0.12
H 2.78759 -1.35983 -0.59865  0.13
H 3.70044 -0.76858 0.80848  0.13
H 0.97161 2.46664 1.11424  0.11
H -0.63029 4.30902 0.92344  0.11
H -2.70497 4.05025 -0.37207  0.11
H -3.14914 1.90817 -1.57207  0.12

(3)
ORCA calculation (the ωB97M-V functional and the def2-TZVPD basis) on one molecule with the formula C4H5NO2.

Kohn-Sham gap	0.3155	Eh
HOMO level	-8.83	eV
LUMO energy	-0.2	eV
M	99.09	g mol⁻¹

Last column: Löwdin charge in e.
Geometry (Å):
C 1.67727 -0.12824 -0.43099  -0.02
C 0.24545 -0.13472 0.01792  -0.39
C -0.85908 -0.65970 -0.63548  -0.05
O -1.96380 -0.14143 -0.17265  0.10
C -1.60551 0.88989 0.82978  -0.52
O -2.48812 1.51118 1.34444  0.10
N -0.25356 0.89696 0.94851  0.14
H 1.90453 0.82319 -0.92128  0.09
H 2.35395 -0.23880 0.41831  0.08
H 1.86305 -0.94171 -1.13893  0.09
H -0.93445 -1.41316 -1.41010  0.15
H 0.06028 -0.46345 1.15049  0.23

(4)
ORCA calculation (the ωB97M-V functional and the def2-TZVPD basis) on a 7-piece molecular cluster, C35H35N7 overall.

Kohn-Sham gap	0.3404	Eh
HOMO level	-9.16	eV
SMILES	c1ccncc1.c1ccncc1.c1ccncc1.c1ccncc1.c1ccncc1.c1ccncc1.c1ccncc1
LUMO energy	0.1	eV
M	553.71	g mol⁻¹

Last column: Löwdin charge in e.
Geometry (Å):
C -1.14377 5.26567 1.65166  -0.10
C -0.44356 6.39968 1.66879  -0.12
C 0.55966 6.50050 2.65530  -0.15
N 0.99108 5.55478 3.52690  0.04
C 0.32512 4.34235 3.39834  -0.14
C -0.72022 4.07372 2.44230  -0.04
H -2.20842 5.02490 1.12209  0.15
H -0.87790 7.16628 1.09924  0.09
H 1.12375 7.48405 2.90872  0.13
H 0.65312 3.58348 4.18738  0.12
H -1.40124 3.32838 2.41509  0.03
C -3.87824 0.77163 4.26847  -0.04
C -3.12885 -0.03676 3.36524  -0.06
C -3.34860 0.09266 1.98911  -0.15
N -4.26150 0.93201 1.42688  0.07
C -5.02190 1.63865 2.28630  -0.14
C -4.82804 1.59119 3.64880  -0.08
H -3.63869 0.76123 5.26960  0.08
H -2.52470 -0.89842 3.56725  0.06
H -2.67604 -0.49212 1.26165  0.11
H -5.62883 2.18857 1.78875  0.04
H -5.62883 2.08427 4.31744  0.13
C 1.54116 -3.85035 -1.79987  -0.01
C 2.50857 -3.14022 -0.98007  -0.08
C 3.80938 -3.11845 -1.31824  -0.15
N 4.38531 -3.78800 -2.36091  0.07
C 3.55414 -4.44568 -3.17123  -0.10
C 2.13360 -4.46209 -2.94721  -0.03
H 0.50561 -3.78355 -1.58092  0.06
H 2.13474 -2.51346 -0.25572  0.05
H 4.53011 -2.66901 -0.68241  0.10
H 4.08877 -4.92276 -3.80167  0.04
H 1.67655 -5.01272 -3.58954  0.03
C -0.44319 0.31661 -1.06178  -0.13
C -0.47258 1.74331 -0.83469  0.00
C 0.70353 2.48192 -1.20578  -0.16
N 1.64761 1.88157 -1.91365  0.05
C 1.54126 0.50914 -2.17497  -0.07
C 0.46408 -0.27908 -1.71390  -0.13
H -1.17099 -0.32943 -0.81337  0.05
H -1.20198 2.01321 -0.22655  0.03
H 0.84822 3.51664 -0.95892  0.09
H 2.43909 -0.01380 -2.72183  0.13
H 0.35326 -1.36690 -1.78892  0.09
C -2.72574 -3.18495 2.47558  -0.10
C -3.66773 -3.35237 1.39537  0.00
C -3.06570 -3.23653 0.05722  -0.17
N -1.81410 -3.08286 -0.15795  0.05
C -0.93189 -2.95251 0.91682  -0.10
C -1.34448 -2.94126 2.24682  -0.08
H -3.05074 -3.55435 3.48251  0.12
H -4.63198 -3.63565 1.56007  0.06
H -3.71943 -3.27907 -0.87368  0.13
H 0.10276 -2.84400 0.73737  0.06
H -0.93343 -2.97549 3.19929  0.08
C -0.83718 -0.47051 -5.61194  -0.05
C 0.00727 0.37800 -6.34457  -0.08
C 1.38190 0.33244 -6.53343  -0.16
N 1.99725 -0.66869 -6.00805  0.06
C 1.32737 -1.58675 -5.20377  -0.11
C -0.07701 -1.51321 -5.06124  -0.10
H -1.96723 -0.22248 -5.34865  0.15
H -0.42907 1.08750 -6.92219  0.06
H 1.77242 0.97906 -7.17947  0.07
H 1.76559 -2.51157 -4.96310  0.06
H -0.49060 -2.35495 -4.47212  0.10
C 2.23551 -0.47629 2.43003  -0.07
C 3.56473 -0.56015 3.03732  -0.04
C 4.37497 0.56892 2.86541  -0.21
N 4.23118 1.67127 2.16197  0.08
C 2.90210 1.78545 1.70011  -0.11
C 1.94751 0.75913 1.88519  -0.12
H 1.50423 -1.34136 2.48231  0.10
H 3.92858 -1.31796 3.70622  0.09
H 5.27102 0.43237 3.27451  0.05
H 2.56941 2.81746 1.24963  0.13
H 0.93286 1.12775 1.45320  0.11

(5)
ORCA calculation (the ωB97M-V functional and the def2-TZVPD basis) on C25H27ClN3P2Pd as an isolated structure.

charge	+1
Kohn-Sham gap	0.2456	Eh
HOMO level	-10.90	eV
LUMO energy	-4.2	eV
M	573.33	g mol⁻¹

Last column: Löwdin charge in e.
Geometry (Å):
Pd 0.29120 -0.41712 -0.28138  0.41
N 1.60640 2.21032 0.28243  -0.41
P 2.23734 0.68729 0.72826  0.90
C 3.41868 1.19113 2.01593  -0.35
C 3.06365 2.18124 2.93404  -0.10
C 3.96255 2.57468 3.91672  -0.07
C 5.20835 1.96797 4.00294  -0.07
C 5.55342 0.96164 3.11376  -0.07
C 4.66265 0.56931 2.12357  -0.08
C 3.34200 0.16567 -0.62390  -0.40
C 4.05338 1.08792 -1.38947  -0.09
C 4.84896 0.65847 -2.43969  -0.06
C 4.95596 -0.70036 -2.72348  -0.06
C 4.27599 -1.62779 -1.94838  -0.07
C 3.46455 -1.19351 -0.90590  -0.14
P 0.09460 2.23645 -0.50981  0.95
C -0.36579 3.98577 -0.31398  -0.36
C -1.24738 4.54848 -1.23858  -0.09
C -1.60936 5.88228 -1.13424  -0.06
C -1.09723 6.66497 -0.10516  -0.07
C -0.23946 6.10424 0.82990  -0.07
C 0.11483 4.76243 0.73673  -0.10
C 0.44965 2.18783 -2.30636  -0.39
C -0.31152 1.35381 -3.12143  -0.14
C -0.04184 1.25700 -4.48543  -0.07
C 0.99582 1.99254 -5.03431  -0.06
C 1.73952 2.85820 -4.23366  -0.06
C 1.45840 2.96473 -2.88221  -0.09
H 2.19482 3.03806 0.29310  0.07
H 2.08560 2.64411 2.88072  0.09
H 3.68814 3.35294 4.61669  0.11
H 5.90928 2.27758 4.76881  0.11
H 6.52177 0.48234 3.18605  0.11
H 4.94278 -0.20851 1.42381  0.10
H 3.99356 2.14700 -1.15888  0.10
H 5.39088 1.38116 -3.03824  0.11
H 5.57746 -1.03395 -3.54506  0.11
H 4.37955 -2.68710 -2.15083  0.11
H 2.95180 -1.91798 -0.28861  0.07
H -1.64127 3.94754 -2.05127  0.11
H -2.28848 6.31471 -1.85929  0.11
H -1.37348 7.70940 -0.02888  0.11
H 0.15510 6.70873 1.63756  0.11
H 0.75948 4.33129 1.49444  0.09
H -1.14894 0.81856 -2.69442  0.08
H -0.64221 0.61213 -5.11677  0.11
H 1.21191 1.91638 -6.09371  0.11
H 2.52911 3.45661 -4.67191  0.11
H 2.01506 3.66669 -2.26810  0.11
Cl 0.17330 -2.87659 -0.77522  0.64
C -0.26560 -1.59078 -1.85563  -0.61
H -1.30700 -1.65271 -2.14348  0.03
H 0.44866 -1.50678 -2.66355  0.02
N -1.80070 -1.83661 1.83418  -0.07
N -1.23198 -0.52004 1.66075  -0.13
H -2.65475 -1.79720 2.37697  0.07
H -1.13286 -2.40926 2.32644  0.06
H -0.91593 -0.12936 2.53999  0.07
H -1.96502 0.07315 1.30782  0.06